Molecular formula: C24H37BNO13PS3
Method: DFT, ωB97M-V/def2-TZVPD

```
! wB97M-V def2-TZVPD RIJCOSX def2/J DEFGRID3
* xyz 0 1
N 6.23 0.03 0.88
P 5.40 -0.67 2.09
C 3.62 0.01 2.05
C 3.35 1.11 0.96
C 1.94 1.75 0.74
C 0.80 1.25 1.68
C 1.06 0.16 2.79
C 2.48 -0.48 3.01
C -0.20 -0.27 3.70
O -0.12 -0.42 4.96
C -1.57 -0.46 2.88
C -2.57 -1.62 3.10
C -3.88 -1.80 2.25
C -4.90 -3.04 2.45
B -4.06 -4.43 2.18
O -4.41 -5.36 1.10
O -2.90 -4.82 2.98
C -4.13 -0.69 1.17
C -3.12 0.49 0.92
C -1.84 0.62 1.76
C -0.72 1.77 1.55
O -1.01 2.98 1.35
H 6.58 -0.71 0.25
H 5.43 -2.11 1.98
H 6.04 -0.37 3.36
H 4.18 1.47 0.26
H 1.78 2.52 -0.08
H 2.67 -1.29 3.81
H -2.31 -2.38 3.92
H -5.71 -2.89 1.65
H -5.39 -3.00 3.47
H -3.59 -5.34 0.52
H -2.25 -5.11 2.29
H -5.07 -0.78 0.53
H -3.34 1.24 0.10
C -0.99 -2.67 -4.58
C -1.96 -1.61 -4.07
O -3.15 -2.20 -3.54
S -3.08 -2.86 -2.06
C -4.83 -3.03 -1.82
O -2.57 -1.89 -1.13
O -2.51 -4.18 -2.17
H -0.59 -3.26 -3.75
H -0.15 -2.21 -5.10
H -1.50 -3.36 -5.26
H -1.48 -0.96 -3.34
H -2.27 -0.98 -4.91
H -5.28 -2.04 -1.78
H -4.98 -3.55 -0.87
H -5.24 -3.62 -2.64
C -1.04 3.42 4.68
C -0.13 3.12 5.85
O 1.00 3.99 5.87
S 0.80 5.51 6.39
C 2.51 5.93 6.55
O 0.20 5.49 7.70
O 0.24 6.30 5.32
H -1.52 4.40 4.78
H -1.83 2.67 4.60
H -0.48 3.44 3.74
H -0.68 3.18 6.80
H 0.25 2.11 5.76
H 2.95 5.30 7.33
H 2.58 6.98 6.83
H 3.00 5.76 5.59
C 5.09 -0.36 -6.99
C 4.21 0.82 -6.65
O 3.06 0.89 -7.50
S 1.84 -0.13 -7.23
C 0.65 0.67 -8.28
O 1.41 0.00 -5.87
O 2.16 -1.41 -7.81
H 4.59 -1.31 -6.77
H 6.02 -0.33 -6.42
H 5.33 -0.37 -8.06
H 3.90 0.79 -5.60
H 4.77 1.74 -6.79
H 0.43 1.66 -7.88
H -0.25 0.06 -8.29
H 1.06 0.74 -9.29
*
```

Results
- SMILES string = N=[PH2]c1ccc2c(c1)C(=O)c1cc(CB(O)O)ccc1C2=O.CCOS(C)(=O)=O.CCOS(C)(=O)=O.CCOS(C)(=O)=O
- total energy (Ha) = -3530.0466
- energy above the lowest of the compared OMol25 structures with the same formula, charge and spin (kcal/mol) = 160.4
- HOMO energy (eV) = -8.74
- frontier orbital gap (eV) = 7.48

Molecular formula: C24H37BrGeO5Sn
Method: DFT, ωB97M-V/def2-TZVPD

```
! wB97M-V def2-TZVPD RIJCOSX def2/J DEFGRID3
* xyz 0 1
Sn 1.13 0.34 0.22
C 2.77 -1.09 -3.39
C 3.39 -1.90 -2.28
O 3.71 -1.02 -1.22
C 4.19 -1.65 -0.05
C 3.18 -2.56 0.62
O 2.00 -1.86 1.00
C 0.92 -2.79 1.19
C -0.30 -2.06 1.66
O -0.68 -1.11 0.68
C -2.02 -0.59 0.94
C -1.57 1.16 -0.94
O -0.67 0.34 -1.70
C -0.23 0.95 -2.90
C 0.62 -0.04 -3.65
O 1.71 -0.37 -2.82
H 2.42 -1.77 -4.17
H 3.51 -0.40 -3.82
H 4.28 -2.42 -2.64
H 2.65 -2.65 -1.96
H 4.47 -0.84 0.63
H 5.09 -2.25 -0.26
H 3.65 -3.00 1.51
H 2.91 -3.38 -0.06
H 1.19 -3.54 1.94
H 0.71 -3.29 0.24
H -0.12 -1.57 2.62
H -1.10 -2.80 1.78
H -1.98 -0.08 1.91
H -2.69 -1.44 1.02
H -1.00 1.84 -0.29
H -2.15 1.79 -1.62
H 0.37 1.85 -2.67
H -1.08 1.24 -3.51
H 0.96 0.42 -4.59
H 0.03 -0.93 -3.88
Br -2.06 -2.76 -1.43
C -3.50 -1.49 -1.73
C -4.39 -2.00 -2.66
C -5.54 -1.27 -2.94
C -5.79 -0.11 -2.27
C -4.90 0.42 -1.30
C -5.27 1.58 -0.59
C -4.46 2.04 0.44
C -3.25 1.49 0.72
C -2.62 0.39 -0.11
C -3.66 -0.28 -1.04
H -4.19 -2.95 -3.14
H -6.24 -1.65 -3.68
H -6.70 0.45 -2.46
H -6.23 2.03 -0.80
H -4.80 2.88 1.05
H -2.61 1.90 1.51
C 1.58 2.80 4.85
Ge 2.18 2.21 3.08
C 2.45 3.73 1.87
C 3.88 1.24 3.23
C 0.81 1.03 2.32
H 2.32 3.44 5.34
H 1.40 1.93 5.48
H 0.64 3.36 4.76
H 3.11 4.48 2.31
H 1.49 4.21 1.63
H 2.90 3.39 0.94
H 4.55 1.72 3.95
H 4.39 1.23 2.26
H 3.71 0.21 3.54
H 0.66 0.22 3.04
H -0.12 1.61 2.30
*
```

Results
- total energy (Ha) = -6177.9492
- energy above the lowest of the compared OMol25 structures with the same formula, charge and spin (kcal/mol) = 14.0
- HOMO energy (eV) = -4.73
- frontier orbital gap (eV) = 4.84

Molecular formula: C24H37IrNPS4Te
Method: DFT, ωB97M-V/def2-TZVPD

```
! wB97M-V def2-TZVPD RIJCOSX def2/J DEFGRID3
* xyz 1 6
Ir -1.34 -0.89 0.00
C -1.97 2.67 3.30
C -2.22 1.73 2.12
C -2.72 2.50 0.89
P -0.81 0.66 1.62
C 0.03 0.13 3.15
C 1.39 -0.49 2.83
C -0.88 -0.81 3.93
C 0.40 1.69 0.75
C 0.99 2.84 1.24
C 1.92 3.55 0.48
C 2.55 4.80 1.01
C 2.26 3.07 -0.79
C 1.70 1.91 -1.29
C 0.76 1.20 -0.52
N 0.19 0.03 -0.96
C 0.59 -0.42 -2.27
C -0.09 0.05 -3.38
C -1.16 1.10 -3.27
C 0.27 -0.46 -4.62
C 1.28 -1.40 -4.76
C 1.66 -1.93 -6.11
C 1.95 -1.83 -3.62
C 1.64 -1.34 -2.36
C 2.42 -1.75 -1.15
H -2.89 3.22 3.51
H -1.21 3.41 3.08
H -1.69 2.14 4.21
H -3.00 1.01 2.41
H -2.04 3.31 0.64
H -3.70 2.93 1.10
H -2.83 1.86 0.02
H 0.20 1.04 3.73
H 1.26 -1.43 2.31
H 1.93 -0.68 3.75
H 2.00 0.16 2.21
H -1.16 -1.66 3.31
H -1.80 -0.32 4.25
H -0.37 -1.18 4.82
H 0.75 3.20 2.23
H 2.25 5.00 2.03
H 2.27 5.66 0.40
H 3.64 4.73 0.98
H 2.98 3.61 -1.38
H 1.99 1.55 -2.27
H -0.73 2.10 -3.35
H -1.69 1.05 -2.32
H -1.89 0.99 -4.07
H -0.26 -0.12 -5.50
H 0.84 -1.84 -6.82
H 1.95 -2.98 -6.06
H 2.51 -1.37 -6.52
H 2.76 -2.55 -3.71
H 3.21 -2.45 -1.42
H 1.78 -2.23 -0.40
H 2.89 -0.89 -0.67
S -2.01 -2.16 -1.96
S -3.77 -1.53 -2.48
S -4.71 -0.54 -0.14
S -3.40 -1.31 1.09
C 0.68 -4.08 2.38
Te -0.41 -3.59 0.61
C -2.20 -4.43 1.36
H 0.17 -3.68 3.25
H 1.68 -3.69 2.31
H 0.71 -5.16 2.43
H -2.01 -5.48 1.55
H -2.98 -4.33 0.60
H -2.50 -3.92 2.27
*
```

Results
- total energy (Ha) = -3297.7330
- energy above the lowest of the compared OMol25 structures with the same formula, charge and spin (kcal/mol) = 0.0
- HOMO energy (alpha / beta) (eV) = -9.93 / -11.11
- expectation value of S² = 8.80
- frontier orbital gap (alpha / beta) (eV) = 7.72 / 6.17

Molecular formula: C24H37N5OSSi2V
Method: DFT, ωB97M-V/def2-TZVPD

```
! wB97M-V def2-TZVPD RIJCOSX def2/J DEFGRID3
* xyz -1 3
V -0.11 0.62 0.59
N 4.05 1.58 0.07
C 3.21 1.61 1.17
S 3.92 1.68 2.70
N 1.94 1.58 0.83
N 0.92 1.56 1.70
C 0.73 1.92 2.93
C -0.56 1.65 3.54
C -0.88 2.30 4.73
C -2.07 2.08 5.39
C -2.98 1.16 4.87
C -2.69 0.49 3.70
C -1.50 0.71 2.99
O -1.28 0.05 1.87
H 4.98 1.25 0.27
H 3.62 1.26 -0.79
H 1.49 2.44 3.49
H -0.17 3.00 5.14
H -2.30 2.61 6.31
H -3.92 0.98 5.38
H -3.39 -0.22 3.28
C -3.39 2.43 0.71
Si -1.60 2.47 0.00
C -1.00 4.22 0.51
C -1.84 2.53 -1.91
C -2.66 3.47 -2.53
C -2.80 3.52 -3.91
C -2.10 2.62 -4.70
C -1.28 1.67 -4.10
C -1.14 1.61 -2.71
Si -0.04 0.28 -1.84
C 1.62 0.45 -2.84
C -0.80 -1.33 -2.60
H -4.02 3.22 0.29
H -3.36 2.56 1.80
H -3.86 1.47 0.51
H -1.61 5.01 0.08
H 0.04 4.38 0.19
H -1.03 4.31 1.60
H -3.22 4.19 -1.93
H -3.45 4.25 -4.38
H -2.18 2.65 -5.78
H -0.73 0.97 -4.72
H 1.55 0.02 -3.84
H 2.46 -0.03 -2.33
H 1.87 1.51 -2.94
H -0.72 -1.35 -3.69
H -1.86 -1.38 -2.34
H -0.33 -2.25 -2.22
C 1.58 -5.95 0.21
C 0.87 -4.94 -0.70
N 1.34 -3.57 -0.55
C 2.39 -3.10 -1.43
C 3.81 -3.30 -0.89
C 0.80 -2.71 0.38
C -0.47 -3.14 1.07
N 1.28 -1.57 0.69
H 1.14 -6.94 0.08
H 1.49 -5.65 1.25
H 2.64 -6.02 -0.04
H -0.20 -4.98 -0.50
H 1.01 -5.23 -1.74
H 2.22 -2.04 -1.63
H 2.29 -3.62 -2.38
H 3.92 -2.84 0.09
H 4.53 -2.83 -1.57
H 4.06 -4.36 -0.81
H -1.27 -3.33 0.35
H -0.78 -2.31 1.71
H -0.32 -4.03 1.68
H 2.15 -1.32 0.21
*
```

Results
- total energy (Ha) = -3207.0096
- energy above the lowest of the compared OMol25 structures with the same formula, charge and spin (kcal/mol) = 24.4
- HOMO energy (alpha / beta) (eV) = -4.15 / -3.97
- expectation value of S² = 2.04
- frontier orbital gap (alpha / beta) (eV) = 6.60 / 6.43

Molecular formula: C24H38Br2F9N2O7PS
Method: DFT, ωB97M-V/def2-TZVPD

```
! wB97M-V def2-TZVPD RIJCOSX def2/J DEFGRID3
* xyz 0 1
C 3.14 0.09 2.43
C 2.97 -0.40 0.99
N 1.59 -0.20 0.59
C 1.05 -0.78 -0.65
C -0.48 -0.74 -0.41
C -1.35 -1.61 -1.33
C -2.93 -1.32 -1.16
O -2.04 -2.62 -0.83
N 1.64 -2.12 -0.81
S 1.57 -2.74 -2.44
C 1.12 -3.20 0.08
C 1.12 -3.05 1.59
C 0.59 -4.34 2.23
C -0.90 -4.61 2.09
C -1.78 -3.49 2.63
O -3.09 -3.97 2.88
C -4.05 -3.54 1.95
C 1.42 0.32 -1.80
C 0.48 0.23 -3.03
O 0.97 1.55 -1.19
C 1.60 2.74 -0.87
O 2.85 2.47 -0.30
C 0.70 3.44 0.20
C -0.46 2.59 0.69
C -1.29 3.28 1.75
F -0.95 4.59 1.91
F -1.10 2.71 2.97
C -2.81 3.32 1.47
F -3.43 3.99 2.44
F -2.96 4.00 0.31
C -3.56 1.97 1.27
F -4.87 2.26 1.33
F -3.30 1.48 0.05
C -3.32 0.84 2.30
F -2.12 0.29 2.15
F -4.22 -0.09 2.12
F -3.44 1.31 3.53
C 1.71 3.77 -2.04
Br 3.33 4.76 -2.15
C 0.75 4.15 -2.88
C 0.87 5.19 -3.95
Br -0.98 3.41 -2.77
P 3.15 0.13 -2.51
O 4.07 -0.71 -1.75
O 3.75 1.54 -2.87
O 2.88 -0.44 -3.98
H 3.15 1.17 2.47
H 4.11 -0.26 2.79
H 2.38 -0.33 3.09
H 3.65 0.18 0.38
H 3.32 -1.43 0.94
H 0.98 -0.43 1.36
H -0.85 0.26 -0.54
H -0.71 -1.15 0.56
H -1.02 -1.79 -2.35
H -3.88 -1.83 -1.07
H -3.01 -1.32 -2.29
H 2.08 -3.94 -2.16
H 1.78 -4.05 -0.12
H 0.14 -3.54 -0.23
H 2.12 -2.89 1.99
H 0.50 -2.24 1.96
H 1.17 -5.19 1.86
H 0.83 -4.27 3.29
H -1.14 -5.51 2.64
H -1.16 -4.81 1.05
H -1.37 -3.13 3.57
H -1.82 -2.67 1.91
H -5.03 -3.79 2.35
H -3.94 -4.05 0.99
H -4.01 -2.47 1.79
H -0.52 0.47 -2.69
H 0.50 -0.73 -3.52
H 0.76 1.01 -3.73
H 3.22 3.29 0.04
H 1.33 3.69 1.06
H 0.30 4.38 -0.18
H -1.11 2.38 -0.16
H -0.11 1.66 1.13
H 1.69 4.93 -4.63
H -0.05 5.25 -4.53
H 1.11 6.15 -3.52
H 3.47 1.89 -3.72
H 3.24 -1.34 -3.99
*
```

Results
- SMILES string = CCN[C@](C[C@@H]1CO1)(N(S)CCCCCOC)[C@@](C)(O[C@](O)(CCC(F)(F)C(F)(F)C(F)(F)C(F)(F)F)/C(Br)=C(/C)Br)P(=O)(O)O
- total energy (Ha) = -8359.7133
- HOMO energy (eV) = -8.39
- frontier orbital gap (eV) = 8.60

Molecular formula: C24H38BrNO4P2RuS2
Method: DFT, ωB97M-V/def2-TZVPD

```
! wB97M-V def2-TZVPD RIJCOSX def2/J DEFGRID3
* xyz 1 2
Ru -0.27 0.67 0.87
O -1.23 2.16 2.23
N -2.26 2.89 1.80
C -3.02 3.51 2.73
C -4.08 4.29 2.37
C -4.40 4.42 1.02
C -3.62 3.77 0.09
C -2.52 3.00 0.49
S -1.47 2.24 -0.62
H -2.71 3.35 3.75
H -4.66 4.79 3.14
H -5.24 5.02 0.70
H -3.82 3.84 -0.97
C 2.45 2.20 3.20
P 1.58 0.78 2.49
C 2.90 -0.33 1.93
C 1.00 -0.06 4.01
C 0.17 -1.28 3.67
P -1.25 -0.80 2.62
C -2.01 -2.41 2.28
C -2.38 -0.05 3.83
H 3.21 1.83 3.89
H 1.75 2.83 3.74
H 2.92 2.78 2.42
H 3.48 -0.69 2.78
H 3.56 0.21 1.24
H 2.46 -1.18 1.39
H 0.39 0.66 4.57
H 1.86 -0.31 4.62
H -0.20 -1.77 4.57
H 0.76 -2.01 3.11
H -2.27 -2.90 3.22
H -1.31 -3.04 1.72
H -2.90 -2.27 1.67
H -2.55 -0.75 4.65
H -3.32 0.19 3.35
H -1.94 0.88 4.20
C 5.13 -0.88 -1.55
C 4.48 -0.17 -2.75
C 3.46 0.89 -2.33
S 2.05 0.10 -1.49
O 1.54 1.19 -0.55
C 0.82 0.04 -2.82
C 0.63 1.28 -3.67
C -0.62 1.11 -4.54
H 5.81 -1.66 -1.88
H 4.37 -1.34 -0.92
H 5.69 -0.17 -0.95
H 4.01 -0.91 -3.40
H 5.26 0.32 -3.34
H 3.09 1.45 -3.17
H 3.88 1.57 -1.59
H -0.11 -0.16 -2.27
H 1.06 -0.85 -3.42
H 1.49 1.46 -4.31
H 0.50 2.15 -3.01
H -0.53 0.24 -5.19
H -0.76 1.99 -5.17
H -1.51 0.99 -3.92
Br -1.94 -5.61 -4.99
C -1.65 -4.42 -3.55
C -2.67 -3.56 -3.16
C -2.45 -2.69 -2.10
C -1.21 -2.68 -1.46
C -0.20 -3.55 -1.86
C -0.42 -4.42 -2.91
C -0.93 -1.63 -0.43
O 0.24 -1.48 0.06
O -1.85 -0.84 -0.13
H -3.61 -3.57 -3.68
H -3.22 -2.02 -1.77
H 0.75 -3.52 -1.34
H 0.36 -5.10 -3.24
*
```

Results
- total energy (Ha) = -5440.8200
- energy above the lowest of the compared OMol25 structures with the same formula, charge and spin (kcal/mol) = 37.7
- HOMO energy (alpha / beta) (eV) = -10.31 / -10.17
- expectation value of S² = 0.77
- frontier orbital gap (alpha / beta) (eV) = 7.43 / 6.84